C5H10NO | wB97M-V/def2-TZVPD

Each line ends with the natural charge from an NBO analysis.
Geometry (Å):
C: 1.4951 -0.5271 -0.7991  -0.096
H: -0.4312 -1.9868 0.4978  0.243
C: -2.2088 0.9545 0.8050  0.440
H: -0.0462 0.8168 -0.9007  0.228
O: -2.3767 1.2784 -0.3407  -0.520
H: -2.4951 1.6442 1.6191  0.131
H: 1.9498 -1.5054 -0.7590  0.235
H: 2.0119 1.3624 -0.5724  0.448
H: -2.2078 -0.9819 1.7105  0.267
C: 0.2183 -0.2057 -0.6484  -0.101
C: -0.7678 -1.0257 0.1093  -0.463
H: -1.5081 -1.3277 -0.6527  0.256
N: 2.5209 0.5746 -0.9810  -0.691
H: -0.7801 0.0439 1.9884  0.225
H: 2.8032 0.7591 -1.9453  0.451
H: 3.3212 0.4310 -0.3663  0.451
C: -1.4988 -0.3045 1.2355  -0.504

Properties
DFT total energy = -326.20750 Ha
SMILES string = [NH3+]/C=C/CCC=O
Total charge = +1
LUMO energy = -3.81 eV
Relative energy (zero: lowest compared OMol25 entry of this formula, charge and spin) = 195.1 kJ/mol

C3H5N3 | wB97M-V/def2-TZVPD

Each line ends with the natural charge from an NBO analysis.
Geometry (Å):
H: -1.2467 -0.9097 1.6746  0.200
C: -0.2046 -0.9532 1.3351  -0.424
N: -0.1096 -0.7330 -0.0901  -0.548
H: 0.1950 -1.9412 1.5779  0.210
H: -0.5732 -0.9226 -1.3495  0.460
N: -0.3752 0.2906 -1.9281  -0.796
N: 1.1655 2.5255 0.3831  -0.247
H: 0.3697 -0.2001 1.8887  0.204
C: 0.0869 0.4152 -0.6957  0.337
H: 0.0081 0.8353 -2.6925  0.387
C: 0.6842 1.5931 -0.1035  0.218

Properties
DFT total energy = -281.48474 Ha
LUMO energy = 0.29 eV
Relative energy (zero: lowest compared OMol25 entry of this formula, charge and spin) = 276.5 kJ/mol

C3H3MgO9 | wB97M-V/def2-TZVPD

Each line ends with the natural charge from an NBO analysis.
Geometry (Å):
H: 2.9789 -1.6556 -2.3212  0.497
C: -1.0316 -0.8503 2.1424  0.963
H: -1.4222 3.3450 -2.0358  0.507
O: -1.6135 -0.5047 1.0932  -0.468
O: -0.8977 3.4911 -1.2451  -0.693
O: 0.1519 2.0643 0.3083  -0.712
C: 1.4901 -1.5042 -1.2640  0.955
O: 0.3463 -1.8864 -0.9554  -0.843
C: -0.6142 2.2960 -0.5959  0.979
O: -1.5993 -1.2280 3.2679  -0.619
O: -1.0976 1.2401 -1.1383  -0.754
Mg: 0.0777 -0.0779 0.0060  1.779
O: 0.1552 -0.5893 1.9777  -0.590
O: 1.6751 -0.3213 -1.0910  -0.855
O: 2.3028 -2.2445 -1.9782  -0.663
H: -0.9019 -1.5743 3.8294  0.515

Properties
DFT total energy = -993.48668 Ha
LUMO energy (spin up / spin down) = -0.08 / -5.24 eV
Multiplicity = 2
Expectation value of S² = 0.76
Relative energy (zero: lowest compared OMol25 entry of this formula, charge and spin) = 33.3 kJ/mol

C8H11N2O2 | wB97M-V/def2-TZVPD

Each line ends with the natural charge from an NBO analysis.
Geometry (Å):
O: 0.2160 -2.1241 1.4485  -0.790
C: -3.2153 2.1903 -0.1741  -0.423
C: -0.9024 1.3765 0.2954  -0.271
C: -2.3910 1.3333 0.3993  -0.138
H: 1.5344 -0.9773 -2.5906  0.184
C: 1.0597 -1.6421 -1.8663  -0.615
H: 2.5964 -1.3065 -0.3876  0.206
C: 2.3071 1.3608 1.6412  -0.404
H: -0.4998 1.7593 1.2568  0.186
H: -0.6780 -0.6363 0.6751  0.400
H: -0.5871 2.0734 -0.4913  0.187
C: 1.5006 -1.3205 -0.4438  -0.155
H: -2.7758 0.5247 1.0073  0.196
H: -2.8541 2.9990 -0.7893  0.182
O: 1.4788 -3.5855 0.3187  -0.760
H: 1.3303 -2.6722 -2.0865  0.227
N: 1.0388 0.0186 -0.0780  -0.333
H: 2.8318 1.8365 2.4140  0.217
N: -0.3948 0.0639 -0.0289  -0.472
H: -0.0201 -1.5319 -1.9416  0.217
C: 1.7046 0.6046 0.9189  0.210
C: 1.0047 -2.4722 0.5543  0.762
H: -4.2846 2.1277 -0.0516  0.186

Properties
DFT total energy = -571.36945 Ha
SMILES string = C#CN(NCC=C)[C@H](C)C(=O)[O-]
Total charge = -1
LUMO energy = 3.42 eV
Relative energy (zero: lowest compared OMol25 entry of this formula, charge and spin) = 0.0 kJ/mol

C49H75I2N5O2S | wB97M-V/def2-TZVPD

Each line ends with the Löwdin charge.
Geometry (Å):
C: -4.6933 -1.3785 8.4236  -0.029
H: 4.6460 -5.5929 -1.7152  0.114
H: -6.9272 -2.5213 8.9643  0.059
H: 2.0713 -0.5956 -6.2976  0.057
H: 3.8402 0.6657 0.8728  0.133
H: -5.2539 -1.4808 9.3499  0.065
N: -4.1205 1.4573 1.6324  -0.105
H: -3.7082 -0.6233 6.0102  0.093
H: 3.7156 -3.7655 -7.0467  0.114
H: 0.3435 -2.0745 -2.0976  0.091
H: -3.4745 0.6539 7.2148  0.088
C: 4.4258 2.3359 -0.9011  0.038
H: 2.6990 0.0346 -8.9640  0.098
C: 5.1016 -3.7415 -4.5758  -0.200
H: -9.1522 -0.7881 8.3695  0.124
H: -6.6144 2.3276 2.2991  0.079
C: -5.3279 -0.3890 7.4293  -0.484
H: -3.8793 2.1739 -1.0390  0.126
H: -5.3538 0.4419 -1.8766  0.111
H: 6.0730 -3.4817 -6.4997  0.113
H: 3.9636 -4.0009 -1.8980  0.073
C: 4.8690 -4.3426 0.0284  -0.193
C: 3.1742 -1.7405 0.4597  0.031
C: 5.9430 3.9515 -1.9222  -0.173
H: 5.1740 0.0800 -8.1460  0.102
C: -8.2716 -0.3969 7.8546  -0.131
C: 2.1991 6.2085 -3.8946  -0.152
C: -5.9472 0.6937 0.1763  -0.132
C: 4.6557 3.2074 -1.9538  -0.136
H: -6.8070 -3.5263 7.5182  0.092
C: 1.7077 -3.1109 -0.8016  -0.653
H: 7.8217 5.8587 0.1683  0.104
C: -4.2065 0.1739 6.5644  -0.040
N: -6.3134 -1.0632 6.5198  -0.098
H: -6.8163 0.0327 0.1332  0.125
H: 5.7564 -1.9772 -5.6611  0.103
H: 4.5162 -0.2489 -6.5484  0.104
H: -4.5811 -2.3662 7.9772  0.089
C: 6.3119 4.6519 -0.7673  -0.017
H: -4.4067 -0.8347 2.8496  0.086
C: 2.5491 2.5729 -2.8940  -0.581
C: 4.3344 -0.3792 -7.6202  -0.218
H: -7.8456 1.1746 9.2588  0.113
C: -3.6499 1.1398 -0.7641  -0.128
H: 3.3054 1.4354 -8.1144  0.097
C: -7.3403 0.3006 8.8445  -0.171
N: 3.0471 0.6921 0.2463  0.097
C: -1.9584 2.1884 0.7506  -0.043
C: 4.0698 -2.7832 -6.7165  -0.225
H: -6.0971 -1.1611 2.5174  0.080
H: -1.1396 1.9075 0.0890  0.041
H: 0.9450 0.1676 -7.4174  0.071
H: -3.0127 -1.0798 0.7229  0.061
C: 3.7021 3.3557 -2.9682  -0.206
O: -6.4763 -0.4313 5.4176  -0.039
C: 3.4861 -4.2022 0.6809  -0.184
H: 2.8995 -5.1073 0.5335  0.051
H: -2.0738 -0.2765 1.9833  0.094
C: 1.1373 -1.9852 -1.3683  -0.169
C: 2.3123 1.6921 -1.8336  -0.500
H: 5.4824 -4.7619 -4.6781  0.112
C: 1.9257 0.2653 -6.9503  -0.126
H: -7.2925 0.7195 2.5757  0.089
H: -2.3081 3.1756 0.4582  0.081
C: -7.6072 -1.5507 7.0994  -0.492
H: 3.3162 4.1592 -4.9173  0.056
H: -6.2765 1.5364 7.4461  0.126
H: -7.9915 -2.7602 5.3434  0.092
H: 5.1753 2.2231 -0.1238  0.128
H: -7.1263 -0.3549 9.6930  0.102
C: 8.0532 4.6536 -2.8379  -0.133
N: 8.3977 5.3261 -1.7393  0.057
H: -5.9669 1.2975 3.5834  0.073
H: -1.4888 -0.3172 0.3194  0.069
H: -8.3761 -3.1928 8.2527  0.087
H: 1.8726 5.7786 -4.8408  0.047
H: 6.6642 -2.5591 -3.6736  0.106
H: 3.6325 -4.0300 1.7490  0.118
H: 8.7658 4.6614 -3.6559  0.106
C: 4.8209 -4.5380 -1.4858  -0.208
H: 5.4230 -5.1561 0.5036  0.116
H: -3.6993 -1.0240 8.6947  0.084
H: 1.4668 5.9399 -3.1265  0.068
C: 6.8556 3.9613 -2.9785  -0.020
H: 4.9459 4.4270 -4.3529  0.089
C: 6.0907 -4.0573 -2.2176  -0.202
C: 4.2937 -1.8887 -7.9394  -0.205
C: 2.7484 -3.0177 0.1135  -0.289
H: 4.0236 -3.8259 -4.4118  0.105
H: -4.5686 0.9107 5.8527  0.074
H: 1.9004 1.1468 -6.3079  -0.071
H: 2.1911 7.2947 -3.9988  0.070
H: -4.6802 -0.7652 -0.8108  0.101
H: -4.9013 -1.4710 1.2748  0.064
H: -8.6294 0.3372 7.1261  0.125
C: -6.3716 1.3035 2.5714  -0.043
C: -5.1734 -0.7877 2.0769  -0.025
H: 5.6375 4.6860 0.0801  0.115
C: 1.5816 -0.7286 -1.0057  -0.448
S: 0.8444 0.7238 -1.6788  0.973
C: -4.9204 0.2989 -0.8849  -0.172
C: 3.2679 1.5793 -0.8249  -0.245
C: 5.7609 -3.0862 -3.3549  -0.218
C: 2.6103 -0.6032 -0.0851  -0.249
H: 6.7603 -3.5454 -1.5216  0.102
C: 3.0548 0.3788 -7.9898  -0.256
I: 0.9415 -4.9534 -1.4395  0.934
H: 3.9933 -1.6319 1.1642  0.129
C: -5.3912 0.6617 1.6013  -0.481
C: -6.0462 0.7439 8.1648  -0.131
H: 5.0736 -2.3306 -2.9556  0.113
H: -2.8889 0.7872 -1.4652  0.120
H: -5.3551 1.1696 8.8964  0.126
C: 7.5329 5.3136 -0.7240  -0.138
H: 3.6664 5.7749 -2.5803  0.097
H: 6.6390 -4.9097 -2.6282  0.107
H: 3.2742 -2.3678 -6.0907  0.096
N: 3.5654 5.7673 -3.5887  -0.088
O: -4.3218 2.7178 1.7420  -0.024
C: -7.4025 -2.7620 8.0187  -0.031
C: 5.3352 -2.9631 -5.8810  -0.212
H: -9.4069 -2.4340 6.3555  0.088
C: -8.4934 -2.0018 5.9454  -0.042
H: 3.5225 -2.0799 -8.6906  0.106
H: 5.2446 -2.1785 -8.3971  0.104
I: 1.0495 2.7092 -4.3479  1.103
H: -1.5713 2.2541 1.7685  0.094
C: -2.3825 -0.2227 0.9385  -0.022
C: -3.0456 1.1306 0.6422  -0.488
C: 3.9045 4.4007 -4.0342  -0.223
H: 5.4336 -3.4277 0.2407  0.103
H: -6.3055 1.7058 -0.0366  0.125
H: 6.6658 3.4099 -3.8927  0.116
H: -8.7646 -1.1746 5.2948  0.078

Properties
DFT total energy = -3329.83697 Ha
LUMO energy (spin up / spin down) = 0.22 / 0.22 eV
Multiplicity = 3
Expectation value of S² = 2.01

C5H8O | wB97M-V/def2-TZVPD

Each line ends with the natural charge from an NBO analysis.
Geometry (Å):
C: 0.6458 -0.8940 -0.8903  -0.273
C: -0.4274 1.1263 0.5905  0.120
H: -1.3461 -1.6813 -0.7121  0.197
H: -2.2894 -0.8586 1.8203  0.009
H: 1.5034 1.8514 0.9434  0.221
H: -2.4931 -1.5492 1.6396  -0.011
H: -0.9694 1.7258 1.3145  0.196
H: 1.3432 0.9454 -1.7233  0.211
C: 0.8768 1.1955 0.3479  -0.272
C: -0.6478 -0.8597 -0.5896  0.124
H: 2.5196 0.1880 -0.6592  0.219
O: -1.2617 0.2498 -0.0600  -0.494
C: 1.4499 0.3791 -0.7851  -0.469
H: 1.0963 -1.8186 -1.2367  0.221

Properties
DFT total energy = -270.46938 Ha
SMILES string = C1=COC=CC1.[H][H]
LUMO energy = 1.13 eV
Relative energy (zero: lowest compared OMol25 entry of this formula, charge and spin) = 232.4 kJ/mol

C2H3FINO | wB97M-V/def2-TZVPD

Each line ends with the natural charge from an NBO analysis.
Geometry (Å):
F: 0.0612 -1.1066 -0.3988  -0.407
H: -0.6724 -0.9155 2.9148  0.427
N: -0.8143 0.0329 2.6491  -0.770
C: 0.2858 -0.4850 -1.6083  -0.208
O: -1.2278 1.4081 0.8159  -0.528
I: 1.8214 1.0345 -1.2459  0.390
H: 0.6651 2.1055 -0.9675  0.112
C: -1.0630 0.6150 1.6427  0.869
H: 0.7874 -1.2497 -2.2209  0.116

Properties
DFT total energy = -605.41063 Ha
LUMO energy = 0.16 eV
Relative energy (zero: lowest compared OMol25 entry of this formula, charge and spin) = 306.9 kJ/mol

Q: What is the DFT total energy in the fifth record?
A: -3329.83697 Ha